Entry 1:
{
  "formula": "C14H22N2O2S",
  "method": "the ωB97M-V functional and the def2-TZVPD basis",
  "e_homo_ev": -8.7,
  "homo_lumo_gap_ev": 9.379,
  "smiles": "Cc1ccc(S(=O)(=O)NCCCN2CCCC2)cc1",
  "multiplicity": 1,
  "elements": ["C", "C", "C", "C", "C", "C", "C", "H", "H", "S", "O", "O", "N", "H", "C", "C", "H", "H", "C", "N", "C", "C", "H", "H", "C", "H", "H", "C", "H", "H", "H", "H", "H", "H", "H", "H", "H", "H", "H", "H", "H"],
  "positions_angstrom": [[-1.730, 0.954, 3.592], [-1.599, -0.040, 2.480], [-0.418, -0.756, 2.308], [-0.296, -1.683, 1.288], [-1.365, -1.903, 0.444], [-2.551, -1.214, 0.601], [-2.664, -0.280, 1.615], [-3.587, 0.266, 1.744], [-3.376, -1.428, -0.062], [-1.223, -3.126, -0.860], [0.027, -3.803, -0.697], [-2.438, -3.887, -0.912], [-1.160, -2.287, -2.290], [-2.068, -2.032, -2.642], [-0.114, -1.311, -2.475], [-0.582, 0.136, -2.310], [-1.131, 0.241, -1.373], [-1.253, 0.398, -3.132], [0.614, 1.092, -2.306], [1.381, 0.948, -1.092], [0.863, 1.692, 0.045], [2.046, 1.845, 1.015], [2.226, 2.897, 1.233], [1.863, 1.331, 1.956], [3.236, 1.233, 0.264], [3.371, 0.193, 0.557], [4.165, 1.772, 0.438], [2.787, 1.290, -1.191], [3.304, 0.568, -1.824], [2.944, 2.302, -1.605], [0.030, 1.148, 0.494], [0.491, 2.685, -0.266], [1.260, 0.848, -3.153], [0.257, 2.130, -2.441], [0.318, -1.443, -3.474], [0.656, -1.539, -1.737], [0.609, -2.250, 1.137], [0.409, -0.586, 2.981], [-0.773, 1.420, 3.811], [-2.452, 1.727, 3.341], [-2.075, 0.452, 4.496]],
  "atomic_forces_ev_per_a": [[0.0, 0.0, 0.0], [0.1, -0.1, 0.0], [-0.2, 0.0, 0.0], [0.1, -0.1, 0.0], [0.2, -0.5, -0.4], [-0.2, 0.1, 0.0], [0.1, -0.1, -0.1], [-0.1, 0.1, 0.0], [-0.2, 0.0, 0.0], [-0.3, 0.0, -0.5], [0.2, 0.3, 0.1], [-0.1, 0.3, 0.0], [-0.2, -0.6, 0.7], [-0.3, -0.1, 0.0], [0.3, 0.4, 0.0], [0.3, -0.1, -0.1], [-0.1, 0.0, 0.0], [-0.1, 0.0, 0.0], [-0.3, -0.1, 0.0], [0.2, 0.0, 0.0], [-0.3, 0.0, 0.1], [0.0, 0.0, 0.0], [0.0, 0.0, 0.0], [0.0, 0.0, 0.1], [0.0, 0.1, -0.1], [0.1, 0.0, 0.0], [0.1, 0.0, 0.0], [0.2, -0.1, 0.1], [0.0, 0.1, -0.1], [0.0, 0.0, 0.0], [-0.1, 0.1, 0.0], [0.0, -0.1, 0.0], [0.0, 0.1, 0.0], [0.1, -0.1, 0.0], [0.1, 0.0, 0.1], [0.2, 0.1, -0.1], [0.2, 0.0, 0.0], [0.1, 0.0, 0.1], [0.0, 0.1, 0.0], [0.0, 0.1, 0.0], [0.0, 0.0, 0.1]]
}

Entry 2:
{
  "formula": "C14H22N2O3S",
  "method": "the ωB97M-V functional and the def2-TZVPD basis",
  "e_homo_ev": -8.7,
  "homo_lumo_gap_ev": 9.144,
  "smiles": "CC[N+](CC)(CC)C(=O)N=[S@](=O)([O-])c1ccc(C)cc1",
  "multiplicity": 1,
  "elements": ["C", "C", "N", "C", "C", "C", "C", "H", "H", "H", "H", "H", "H", "H", "H", "H", "H", "H", "H", "H", "H", "H", "C", "C", "C", "C", "C", "S", "N", "C", "O", "O", "O", "C", "C", "H", "H", "H", "H", "H", "H", "H"],
  "positions_angstrom": [[-0.896, -1.641, 0.319], [-0.677, -1.317, 1.777], [-0.130, 0.098, 2.152], [1.308, 0.333, 1.584], [1.525, 0.116, 0.100], [-1.034, 1.310, 1.838], [-2.233, 1.096, 0.968], [-1.351, -2.642, 0.272], [-1.587, -0.937, -0.147], [0.022, -1.696, -0.266], [-1.601, -1.375, 2.355], [0.042, -2.019, 2.227], [1.533, 1.371, 1.846], [1.982, -0.308, 2.171], [2.453, 0.630, -0.183], [1.694, -0.939, -0.136], [0.724, 0.518, -0.529], [-1.376, 1.630, 2.835], [-0.350, 2.082, 1.474], [-2.853, 1.995, 1.062], [-1.945, 1.003, -0.081], [-2.841, 0.247, 1.294], [-6.831, 0.816, 8.418], [-5.465, 0.507, 7.850], [-4.412, 1.422, 7.961], [-3.172, 1.185, 7.368], [-2.970, 0.040, 6.588], [-1.326, -0.269, 5.867], [-1.303, 0.117, 4.228], [-0.076, 0.052, 3.655], [1.018, -0.055, 4.184], [-0.468, 0.629, 6.607], [-1.169, -1.708, 5.950], [-3.947, -0.955, 6.610], [-5.191, -0.705, 7.204], [-7.526, -0.007, 8.235], [-6.797, 0.990, 9.500], [-7.265, 1.719, 7.971], [-4.581, 2.334, 8.530], [-2.354, 1.887, 7.531], [-3.749, -1.936, 6.183], [-5.978, -1.458, 7.180]],
  "atomic_forces_ev_per_a": [[-0.2, -0.2, -0.4], [0.3, 0.5, 0.6], [0.2, -0.2, -1.7], [-0.4, -0.1, 0.9], [0.1, 0.0, -0.3], [0.4, 0.2, 0.8], [-0.2, 0.2, -0.4], [0.0, 0.3, 0.1], [0.2, -0.3, -0.1], [-0.4, 0.0, 0.2], [0.1, -0.1, -0.1], [-0.2, 0.3, 0.0], [0.0, -0.3, 0.1], [-0.4, 0.3, -0.1], [-0.2, 0.0, 0.2], [-0.1, 0.3, 0.0], [0.1, -0.1, 0.1], [0.1, -0.1, -0.6], [-0.3, -0.2, -0.3], [0.1, -0.1, 0.0], [-0.3, -0.1, 0.0], [0.1, 0.2, -0.1], [0.0, 0.0, 0.1], [0.4, -0.1, -0.3], [0.0, -0.2, -0.1], [-0.1, 0.2, -0.2], [0.0, 0.0, 0.1], [0.5, -0.1, -0.3], [0.3, -0.3, 0.0], [-0.3, -0.3, 3.8], [-0.2, -0.1, -1.0], [-0.2, -0.4, -0.2], [0.1, 0.5, 0.1], [-0.3, 0.1, -0.3], [0.0, 0.2, 0.1], [0.1, 0.1, 0.0], [0.1, -0.1, -0.2], [0.2, -0.2, 0.0], [0.2, -0.1, -0.1], [-0.2, -0.2, -0.3], [0.0, 0.3, -0.1], [0.3, 0.0, -0.1]]
}

Entry 3:
{
  "formula": "C14H23AuN4OPS5",
  "method": "the ωB97M-V functional and the def2-TZVPD basis",
  "e_homo_ev": [-10.5, -11.5],
  "homo_lumo_gap_ev": [7.749, 6.366],
  "multiplicity": 3,
  "charge": 1,
  "s_squared": 2.027,
  "elements": ["Au", "S", "C", "S", "C", "C", "S", "S", "S", "C", "N", "C", "P", "O", "N", "C", "C", "N", "C", "C", "H", "H", "H", "H", "H", "H", "H", "H", "H", "H", "H", "H", "H", "H", "H", "H", "H", "H", "C", "C", "C", "N", "C", "C", "H", "H", "H", "H", "H"],
  "positions_angstrom": [[0.036, -0.317, 0.225], [-6.235, -1.668, -3.074], [-4.836, -1.334, -2.361], [-3.304, -1.967, -2.900], [-2.312, -1.253, -1.686], [-2.987, -0.462, -0.733], [-2.262, 0.337, 0.560], [-4.694, -0.332, -0.944], [-0.647, -1.538, -1.712], [1.318, -3.808, 0.601], [2.079, -3.429, -0.595], [2.237, -4.512, -1.565], [2.945, -2.043, -0.660], [2.199, -0.959, 0.096], [3.240, -1.579, -2.199], [4.241, -2.200, -3.075], [2.376, -0.605, -2.877], [4.435, -2.364, -0.052], [5.389, -1.246, 0.012], [4.550, -3.269, 1.096], [0.279, -4.020, 0.337], [1.329, -3.008, 1.337], [1.744, -4.705, 1.061], [1.253, -4.876, -1.870], [2.795, -5.350, -1.138], [2.757, -4.170, -2.457], [4.866, -2.892, -2.519], [4.883, -1.427, -3.503], [3.764, -2.732, -3.902], [1.750, -0.082, -2.158], [1.733, -1.086, -3.621], [2.995, 0.135, -3.388], [5.235, -0.559, -0.817], [6.406, -1.633, -0.048], [5.285, -0.685, 0.948], [3.886, -4.123, 0.984], [4.322, -2.765, 2.043], [5.570, -3.646, 1.150], [2.953, 1.673, 3.565], [2.693, 2.354, 2.386], [1.686, 1.897, 1.562], [0.949, 0.817, 1.870], [1.191, 0.168, 3.022], [2.184, 0.568, 3.893], [3.745, 2.006, 4.226], [3.261, 3.233, 2.106], [1.445, 2.403, 0.633], [0.556, -0.684, 3.245], [2.343, 0.019, 4.813]],
  "atomic_forces_ev_per_a": [[-0.1, -0.1, -0.2], [-0.3, 0.0, -0.2], [0.2, 0.0, 0.2], [0.1, 0.0, -0.1], [-0.1, 0.1, 0.1], [0.0, -0.1, -0.1], [0.2, 0.1, 0.1], [0.0, 0.1, 0.1], [0.0, -0.1, 0.2], [0.1, 0.0, -0.2], [-0.4, -0.4, 0.1], [0.0, 0.1, 0.1], [-0.3, 0.3, 0.0], [0.1, -0.1, -0.1], [0.0, 0.1, -0.4], [-0.1, 0.2, 0.1], [0.1, -0.2, 0.0], [0.4, 0.1, 0.3], [0.0, -0.1, 0.1], [0.1, 0.1, -0.1], [0.0, 0.0, 0.0], [0.0, 0.1, 0.0], [0.0, 0.0, 0.0], [0.0, 0.0, 0.0], [0.0, 0.0, 0.0], [0.0, 0.0, 0.1], [0.0, 0.0, 0.1], [0.0, 0.0, 0.0], [0.0, 0.0, 0.0], [0.1, 0.0, 0.0], [0.1, 0.0, 0.1], [0.0, 0.0, 0.0], [-0.1, 0.0, 0.0], [0.0, 0.0, 0.0], [0.0, -0.1, 0.0], [0.0, 0.0, 0.0], [0.0, 0.0, -0.1], [0.1, 0.0, 0.0], [0.1, 0.1, 0.0], [0.1, 0.1, 0.1], [-0.3, -0.2, 0.0], [0.3, -0.1, 0.2], [-0.1, 0.2, -0.3], [0.0, 0.0, 0.1], [-0.1, 0.0, 0.0], [0.0, -0.1, 0.0], [0.0, -0.1, 0.1], [0.1, 0.1, -0.1], [0.0, 0.0, -0.1]]
}

Q: Number 3 is which compound?
A: C14H23AuN4OPS5